Density functional theory data (the ωB97M-V functional and the def2-TZVPD basis) for C19H30N2O4 in the gas phase.

```
55
Properties=species:S:1:pos:R:3:mulliken_charge:R:1
C -3.04979 -4.42122 -0.28930 -0.70
O -2.62105 -3.85382 0.92819 -0.50
C -1.81273 -2.75912 0.95916 0.43
C -1.35693 -2.42829 2.23264 -0.76
C -0.53851 -1.33961 2.45811 -0.85
C -0.14388 -0.54922 1.39267 0.09
C 0.73324 0.66906 1.60597 -1.45
N 1.88980 0.65905 0.75544 0.11
C 3.13985 0.44339 1.22442 0.54
O 3.37643 0.25348 2.39915 -0.69
C 4.20063 0.44823 0.13971 -1.03
C 3.96513 -0.63832 -0.91931 1.04
C 3.87067 -2.01307 -0.26295 -1.42
C 5.09091 -0.60947 -1.95068 -1.73
N -0.04414 1.89171 1.38881 -0.03
C -0.31682 2.42931 0.18084 0.56
O 0.19371 2.04538 -0.85798 -0.73
C -1.33116 3.55323 0.20437 -1.14
C -2.67592 3.04512 -0.34417 0.99
C -3.24858 1.94107 0.54255 -1.16
C -3.66355 4.20278 -0.46021 -1.69
C -0.58599 -0.86825 0.11430 -0.09
C -1.41944 -1.95153 -0.12625 1.22
O -1.88426 -2.25918 -1.38011 -0.48
C -1.46241 -1.47151 -2.46701 -0.75
H -3.60395 -5.31546 -0.00381 0.31
H -2.20594 -4.70372 -0.92215 0.26
H -3.70630 -3.74717 -0.84286 0.22
H -1.67166 -3.06144 3.04669 0.43
H -0.20095 -1.11604 3.45812 0.40
H 1.10222 0.67872 2.63961 0.63
H 1.71607 0.90141 -0.21123 0.36
H 4.20893 1.43102 -0.33722 0.37
H 5.16633 0.28788 0.62139 0.41
H 3.02067 -0.43341 -1.43581 0.07
H 4.78811 -2.23763 0.27620 0.35
H 3.04431 -2.04651 0.44371 0.27
H 3.71405 -2.78474 -1.01379 0.43
H 5.14969 0.36519 -2.43013 0.40
H 4.92198 -1.36005 -2.71954 0.41
H 6.04673 -0.81661 -1.47456 0.37
H -0.56239 2.22275 2.18615 0.31
H -1.46309 3.94769 1.21272 0.31
H -0.96566 4.35141 -0.44369 0.39
H -2.49270 2.63518 -1.34300 0.19
H -3.41064 2.30890 1.55441 0.29
H -4.20481 1.60352 0.14940 0.45
H -2.58054 1.08322 0.58844 0.17
H -3.85783 4.63599 0.51892 0.36
H -3.27163 4.98175 -1.10980 0.42
H -4.60720 3.85495 -0.87349 0.40
H -0.27951 -0.24044 -0.70487 0.41
H -1.95244 -1.90010 -3.34024 0.26
H -1.76968 -0.42711 -2.35611 0.24
H -0.37736 -1.51838 -2.60186 0.31
```

Results
relative energy (zero: lowest compared OMol25 entry of this formula, charge and spin)	32.48	kcal per mole
spin multiplicity	1
net charge	0
SMILES	COc1ccc(C(NC(=O)CC(C)C)NC(=O)CC(C)C)cc1OC
HOMO-LUMO gap	8.76	eV
electronic energy	-1152.4921	Eh
LUMO energy	0.7	eV
HOMO energy	-0.29782	Eh

---

Density functional theory data (the ωB97M-V functional and the def2-TZVPD basis) for C19H30NO2P2Ru as an isolated structure at a distorted geometry.

```
55
Properties=species:S:1:pos:R:3:mulliken_spin:R:1
C -2.47247 -3.74341 -1.68103 0.43
C -1.44909 -2.78666 -1.38367 -0.11
N -1.59381 -2.02086 -0.24182 0.25
C -2.59946 -2.22010 0.59743 0.45
C -3.49377 -3.27658 0.42711 0.01
C -3.45489 -4.01641 -0.75465 0.28
C -0.24919 -2.67682 -2.07133 0.52
P 1.00995 -1.61420 -1.44477 0.00
Ru -0.17865 -0.41844 0.11949 1.02
P -1.75013 0.19561 1.69640 -0.05
C -2.59820 -1.37410 1.85572 -0.01
O -1.99422 -0.86897 -5.31218 0.01
O 0.03329 2.26566 -4.22452 0.00
H -2.41426 -4.23655 -2.64792 0.02
H -4.15297 -3.51018 1.25406 0.00
H -4.17729 -4.81201 -0.91656 0.05
C 2.20755 -2.84902 -0.80752 0.03
C 1.94819 -0.74645 -2.75019 0.04
H -3.60322 -1.21963 2.24884 0.01
H -2.02024 -1.93182 2.59807 0.04
H -1.42217 -1.28993 -4.67657 0.00
H -0.12565 -3.36272 -2.91477 -0.01
C -0.99787 0.77889 3.19620 0.01
C -3.07874 1.39197 1.23181 0.02
H -0.94144 1.06750 -0.34471 0.00
H -0.27996 2.94301 -3.54174 0.00
H -0.65165 1.61309 -4.09658 0.00
H -2.82424 -0.70751 -4.83166 0.00
H 0.91541 -1.50884 0.77900 -0.04
H -1.59877 0.51164 -0.44669 0.01
H 2.52035 -3.51727 -1.62367 0.00
H 3.09236 -2.41729 -0.31711 0.00
H 1.65240 -3.43540 -0.06080 0.00
H 2.23688 -1.41695 -3.58107 0.00
H 1.33812 0.09061 -3.13348 -0.01
H 2.87726 -0.31395 -2.33756 0.00
H -3.83830 1.43533 2.03728 0.00
H -2.65895 2.40662 1.07389 0.00
H -3.57620 1.07035 0.29531 -0.01
H -1.75798 1.06955 3.93111 0.00
H -0.37766 -0.03396 3.58937 0.00
H -0.34967 1.63178 2.94989 0.00
C 1.01696 0.97097 0.41182 0.32
C 1.62309 2.00784 0.79782 0.48
C 2.60195 2.78022 1.44634 0.27
C 3.82303 2.23136 1.94781 0.35
C 4.70923 3.04255 2.65880 -0.14
C 4.41112 4.39390 2.88052 0.46
C 3.23050 4.95048 2.37296 -0.09
C 2.33656 4.15441 1.65946 0.28
H 4.00540 1.16023 1.78548 0.04
H 5.63109 2.60953 3.04785 0.00
H 5.10087 5.01313 3.44504 0.04
H 2.97555 5.99826 2.52738 0.00
H 1.38403 4.54154 1.28033 0.02
```

Results
spin multiplicity	6
net charge	0
HOMO-LUMO gap (spin up / spin down)	4.24 / 5.93	eV
electronic energy	-1724.4442	Eh
LUMO energy (spin up / spin down)	0.2 / -2.5	eV
HOMO energy (spin up / spin down)	-0.14839 / -0.31094	Eh
expectation value of S²	8.825

---

Density functional theory data (the ωB97M-V functional and the def2-TZVPD basis) for a 3-piece molecular cluster, C19H31BFN3O6S overall at a distorted geometry.

```
62
Properties=species:S:1:pos:R:3:mulliken_charge:R:1
C -2.77196 0.60742 -0.60141 -0.64
C -1.69792 0.76926 -1.82902 -0.36
C -0.22198 1.08912 -1.31977 0.11
C 0.48904 2.49943 -1.54356 0.09
C -0.23164 3.69799 -2.35485 0.01
O -1.44592 3.90371 -2.11500 -0.49
N 0.60800 4.40577 -3.34506 -0.11
C 0.42792 5.85584 -3.33645 0.52
O 1.18836 6.53441 -4.08180 -0.51
F -0.48318 6.57726 -2.52772 -0.18
C 1.93151 2.79406 -1.03078 0.12
O 2.61315 4.03540 -1.22283 -0.55
C 2.71719 1.66305 -0.25282 0.57
N 4.04649 1.78007 0.29789 -0.60
S 4.26321 0.22652 0.99787 0.17
N 2.83386 -0.68356 0.66591 -0.51
C 2.01036 0.27042 -0.04626 0.40
C 0.55613 -0.04411 -0.56568 0.33
B -0.03428 -1.54299 -0.31200 0.13
C -0.46967 -2.09139 1.17887 -0.80
O -0.18140 -2.53016 -1.39204 -0.61
H -2.28788 0.87071 0.39990 0.31
H -3.00881 -0.52552 -0.55698 0.04
H -3.75222 1.16192 -0.80385 0.28
H -1.65088 -0.23617 -2.40060 0.08
H -2.13080 1.53493 -2.55813 0.37
H 0.55979 3.99829 -4.28916 0.35
H 2.14331 4.76767 -0.75160 0.35
H -1.61173 -2.25224 1.26305 0.32
H -0.09695 -1.37592 1.98797 0.24
H 0.02940 -3.11672 1.34933 0.24
H -1.16228 -2.62765 -1.48634 0.29
C -4.04102 -2.92565 -3.90073 -1.03
C -4.93032 -2.65967 -2.69701 -0.35
O -5.31990 -1.29862 -2.56862 -0.39
C -6.06135 -0.74857 -3.65060 -0.31
C -7.37154 -1.46968 -3.91630 -1.08
H -3.13976 -2.30549 -3.85480 0.19
H -3.74356 -3.97738 -3.92933 0.39
H -4.54690 -2.69697 -4.84007 0.34
H -4.37666 -2.91155 -1.78858 0.34
H -5.81288 -3.30640 -2.70934 0.32
H -5.44139 -0.71154 -4.55257 0.30
H -6.27770 0.28986 -3.38285 0.33
H -7.21514 -2.51333 -4.19605 0.26
H -7.91509 -0.98219 -4.72939 0.39
H -8.00000 -1.46172 -3.02124 0.29
C 5.12866 0.29418 7.21919 -1.00
C 4.50692 -0.98999 6.69548 -0.33
O 4.23891 -0.96299 5.29964 -0.41
C 5.35893 -0.76957 4.44598 0.40
C 6.41986 -1.84793 4.58406 -1.09
H 4.47966 1.14866 7.00305 0.29
H 5.27918 0.23090 8.30028 0.38
H 6.09760 0.49550 6.75917 0.26
H 3.54641 -1.14386 7.19337 0.33
H 5.12605 -1.85720 6.94525 0.29
H 5.78595 0.22665 4.60353 0.33
H 4.97447 -0.78115 3.42180 -0.37
H 6.84530 -1.87743 5.58902 0.29
H 7.23603 -1.67018 3.87921 0.38
H 5.99103 -2.83348 4.38141 0.30
```

Results
spin multiplicity	1
net charge	0
SMILES	CCc1c(C(=O)NC(=O)F)c(O)c2nsnc2c1B(C)O.CCOCC.CCOCC
HOMO-LUMO gap	7.06	eV
electronic energy	-1880.9712	Eh
LUMO energy	-1.6	eV
HOMO energy	-0.31772	Eh